A cluster of 2 separate species, C5H10 in total at a distorted geometry. Source: the OMol25 dataset; level of theory: ωB97M-V/def2-TZVPD.

Geometry as ORCA input:
```
! wB97M-V def2-TZVPD RIJCOSX def2/J DEFGRID3
* xyz 0 1
C -2.633 -2.784 1.802
C -2.191 -1.720 2.505
C -0.890 -1.489 3.186
H -3.574 -3.073 1.379
H -2.143 -3.687 1.734
H -2.800 -1.026 3.001
H -0.980 -2.169 3.954
H -0.044 -1.502 2.338
H -0.621 -0.380 3.425
C 3.185 2.975 -4.277
C 2.140 2.890 -3.440
H 4.191 2.978 -3.963
H 3.153 3.147 -5.338
H 2.166 2.847 -2.422
H 1.040 2.993 -3.885
*
```

The calculation puts the HOMO-LUMO gap at 0.389 Eh. For the calculated total energy, the calculation gives -196.364443 a.u. Its SMILES is C=CC.C=C. The value obtained for the relative energy (zero: lowest compared OMol25 entry of this formula, charge and spin) is 378.0 kJ/mol. As for the max |F|: 6.35 eV Å⁻¹.